Model i:
A 6-piece molecular cluster, C6H24O6 overall, computed with the ωB97M-V functional and the def2-TZVPD basis.

Last column: Mulliken charge in e.
CARTESIAN COORDINATES (ANGSTROEM)
O 2.12334 4.01902 -0.15494  -0.55
O 0.40748 -2.45014 -0.97919  -0.53
O -2.29912 -1.96240 1.31577  -0.38
O -2.06762 0.55651 0.16068  -0.56
O 0.97098 1.74391 -1.23034  -0.37
O 0.56202 -0.25652 0.50124  -0.38
C 3.20664 3.08529 -0.24391  -0.01
C -2.90913 1.45080 -0.52906  -0.65
C -2.58569 -2.18136 2.68223  -0.59
C 1.56622 -0.19901 1.44622  -0.78
C 0.73854 1.35019 -2.59215  -0.72
C 0.01655 -3.72427 -0.37408  -0.56
H -1.76751 -1.87677 3.32967  0.27
H 0.94306 0.90616 -0.75136  0.41
H -0.85383 -3.56543 0.27065  0.17
H 2.49088 -0.06148 0.90242  0.25
H -3.90570 0.99590 -0.52530  0.29
H 1.63015 -1.07057 2.06238  0.32
H -2.78999 -3.33552 2.80886  0.20
H 0.83989 -4.18508 0.11299  0.27
H -0.08616 1.94078 -2.99587  0.28
H 0.41644 0.31535 -2.68930  0.20
H -3.42119 -1.58564 3.08910  0.28
H 0.46565 -1.10832 0.09864  0.31
H -2.15607 -1.03874 1.06381  0.41
H 1.28751 3.53857 -0.47963  0.39
H 0.69671 -2.50012 -1.90227  0.26
H -1.22996 0.95927 0.45992  0.21
H -2.97999 2.41767 0.00495  0.28
H 3.53811 2.93690 -1.31116  0.17
H 1.66247 1.41995 -3.18893  0.27
H 4.00140 3.51917 0.38107  0.30
H -2.55043 1.57544 -1.54157  0.20
H -0.27808 -4.37861 -1.19447  0.32
H 2.92902 2.04850 -0.03466  -0.23
H 1.38742 0.70061 2.02759  0.26

Values from the calculation:
SMILES	CO.CO.CO.CO.CO.CO
orbital gap	9.8	eV
HOMO level	-0.345	Ha

=====

Model ii:
A 6-piece molecular cluster, C6H24O6 overall, computed with the ωB97M-V functional and the def2-TZVPD basis.

Last column: Mulliken charge in e.
CARTESIAN COORDINATES (ANGSTROEM)
O 4.15244 2.30542 -0.97739  -0.51
O -1.05232 -0.43488 0.47032  -0.50
O -5.54769 -1.07348 0.27343  -0.53
O -1.92711 -1.79089 -1.93037  -0.48
O 4.49335 -0.63202 -0.77003  -0.54
O 2.36854 1.04889 4.33547  -0.53
C 2.82477 2.65258 -1.27508  -0.21
C -0.56745 0.61644 -0.31448  -0.58
C -4.53147 -0.08716 0.06244  -0.24
C 1.07090 0.91770 3.74442  -0.29
C -2.78260 -2.88505 -2.25478  -0.66
C 3.20108 -1.01028 -0.29450  -0.32
H 5.10128 -0.66572 -0.02667  0.30
H -2.63707 -3.22720 -3.28293  0.28
H -3.84228 -2.64045 -2.11919  0.28
H 2.66336 -0.14945 0.10215  0.02
H -4.99299 0.85786 -0.23603  0.28
H 2.68276 2.90704 -2.33114  0.27
H -3.83938 -0.43081 -0.70363  -0.05
H -1.41207 -1.12105 -0.10452  0.35
H 0.72255 -0.08130 3.98070  0.22
H 3.26412 -1.79076 0.46735  0.35
H 2.75977 1.86219 4.00671  0.30
H 0.30204 0.31667 -0.91444  0.13
H -5.49639 -1.38314 1.17950  0.31
H 0.39406 1.65818 4.17910  0.28
H -1.33169 1.06806 -0.95716  0.30
H 2.65354 -1.43674 -1.13408  0.19
H -2.13716 -1.06382 -2.52328  0.26
H -3.96728 0.12801 0.97256  0.27
H 4.35303 1.44990 -1.37521  0.32
H 2.56549 3.51407 -0.66105  0.24
H 1.11595 1.06341 2.66426  0.03
H 2.11879 1.85047 -1.02189  -0.13
H -0.19235 1.39559 0.35394  0.35
H -2.55055 -3.70827 -1.58452  0.24

Values from the calculation:
SMILES	CO.CO.CO.CO.CO.CO
orbital gap	10.6	eV
HOMO level	-0.369	Ha

=====

Most stable to least stable, the ends of the list are model ii and model i.

=====

Model i:
A 2-piece molecular cluster, C5H12 overall, computed with the ωB97M-V functional and the def2-TZVPD basis.

Last column: Mulliken charge in e.
CARTESIAN COORDINATES (ANGSTROEM)
C -2.12499 2.33959 0.35392  -1.15
C 2.70296 -2.29048 -1.46110  -0.46
C 1.79518 -3.17023 -1.01016  -0.42
C -0.74199 1.66074 0.44747  -0.30
C -0.65541 0.34060 1.30191  -0.88
H -1.09896 -0.36297 0.60416  0.24
H -0.07387 2.40716 0.86067  0.29
H 2.97372 -1.28602 -1.08124  0.24
H 3.52455 -2.66358 -2.12309  0.20
H -1.37145 0.34192 2.15333  0.29
H -2.14706 3.20031 -0.41741  0.29
H -0.46886 1.48061 -0.58087  0.28
H 0.39846 0.44514 1.50013  0.30
H 0.76878 -2.80840 -0.83714  0.20
H -2.41428 2.84481 1.30090  0.30
H 1.91772 -4.23899 -1.09055  0.25
H -2.98450 1.75978 0.07908  0.34

Values from the calculation:
SMILES	C=C.CCC
orbital gap	10.6	eV
HOMO level	-0.351	Ha

=====

Model ii:
The molecule C5H12, computed with the ωB97M-V functional and the def2-TZVPD basis.

Last column: Mulliken charge in e.
CARTESIAN COORDINATES (ANGSTROEM)
C 1.49010 0.82920 1.07209  -1.07
C 1.01649 -0.61882 0.59869  -0.40
C -1.94140 -0.33034 -0.04529  -1.13
C -0.81698 0.43670 -0.83855  -0.38
C 0.50122 -0.48177 -0.95444  -0.94
H -0.62785 1.41447 -0.40662  0.32
H -2.87352 -0.19407 -0.63023  0.35
H 0.24313 -1.40731 -1.44179  0.38
H 0.27060 -1.17656 1.14123  0.39
H -2.29925 0.25418 0.85687  0.26
H -1.91792 -1.40657 0.12210  0.35
H 1.94598 -1.23311 0.50760  0.28
H 0.66179 1.19387 1.66814  0.27
H 2.44443 0.67668 1.59138  0.38
H -1.19569 0.63096 -1.85742  0.35
H 1.82739 1.38479 0.15627  0.25
H 1.27148 0.02767 -1.54001  0.34

Values from the calculation:
SMILES	CCCCC
orbital gap	11.6	eV
HOMO level	-0.381	Ha

=====

Most stable to least stable, the ends of the list are model ii and model i.

=====

Model i:
A 2-piece molecular cluster, CH4O3S overall, computed with the ωB97M-V functional and the def2-TZVPD basis.

Last column: Mulliken charge in e.
CARTESIAN COORDINATES (ANGSTROEM)
S -1.83566 0.51464 0.07907  -0.23
O 0.02189 -0.86037 -1.11171  -0.49
O 1.18997 1.14424 -0.15813  -0.73
O -0.00536 -0.83023 1.23386  -0.39
C -0.26927 -0.25104 0.06358  0.75
H -1.79649 0.96104 1.41166  0.17
H 0.85270 -0.63609 -1.55606  0.36
H 0.75529 -1.38705 1.09641  0.32
H 1.08692 1.34486 -1.05868  0.24

Values from the calculation:
orbital gap	9.9	eV
HOMO level	-0.348	Ha

=====

Model ii:
The molecule CH4O3S, computed with the ωB97M-V functional and the def2-TZVPD basis.

Last column: Mulliken charge in e.
CARTESIAN COORDINATES (ANGSTROEM)
S -0.51940 0.58649 2.03436  -0.06
O 1.25952 -0.67493 -0.05884  -0.48
O -0.90818 0.05413 0.52201  -0.32
O -0.49408 -0.41930 -1.63598  -0.43
C 0.09810 0.03939 -0.48866  0.24
H 0.55005 1.09886 -0.54578  0.29
H 1.22438 -1.41292 0.58244  0.30
H -0.81646 -1.25162 -1.33314  0.31
H 0.14610 1.74030 1.68368  0.13

Values from the calculation:
SMILES	OC(O)OS
orbital gap	9.9	eV
HOMO level	-0.342	Ha

=====

Most stable to least stable, the ends of the list are model ii and model i.

=====

Model i:
A 2-piece molecular cluster, C2H3NO3 overall, computed with the ωB97M-V functional and the def2-TZVPD basis.

Last column: Mulliken charge in e.
CARTESIAN COORDINATES (ANGSTROEM)
O -0.59248 -0.08715 -1.95479  -0.28
O -2.27703 -1.35611 1.16495  -0.35
O -1.13151 0.07237 2.52339  -0.33
N 0.06165 0.77113 -1.44706  0.02
C 1.23542 0.34352 -0.71534  -0.59
C -1.76599 -0.63031 1.90043  0.68
H 2.08256 0.60799 -1.30612  0.28
H 1.25003 0.93943 0.25223  0.21
H 1.13733 -0.66087 -0.41769  0.35

Values from the calculation:
SMILES	O=C=O.CN=O
orbital gap	9.3	eV
HOMO level	-0.336	Ha

=====

Model ii:
The molecule C2H3NO3, computed with the ωB97M-V functional and the def2-TZVPD basis.

Last column: Mulliken charge in e.
CARTESIAN COORDINATES (ANGSTROEM)
O -1.14663 -0.88470 -1.33519  -0.54
O 1.60465 -0.62510 0.79722  -0.56
O -0.13991 1.55582 0.93471  -0.41
N -0.61556 0.96915 -0.24475  -0.12
C 0.72138 -1.15329 0.05769  0.19
C -0.42995 -0.32417 -0.57142  0.44
H 0.58600 -2.20151 -0.08502  0.37
H 0.80437 1.13615 0.99237  0.40
H -1.38437 1.52766 -0.54562  0.24

Values from the calculation:
SMILES	O=CC(=O)NO
orbital gap	8.9	eV
HOMO level	-0.357	Ha

=====

Model iii:
A 2-piece molecular cluster, C2H3NO3 overall, computed with the ωB97M-V functional and the def2-TZVPD basis.

Last column: Mulliken charge in e.
CARTESIAN COORDINATES (ANGSTROEM)
O -0.70025 -1.62637 -0.47538  -0.51
O 3.68512 -0.17037 0.27893  -0.14
O 0.41142 0.00255 0.63897  -0.22
N 0.08849 0.92964 -0.45470  -0.34
C 3.05458 -0.18243 -0.65289  0.13
C -0.01785 -1.22004 0.43710  0.25
H 0.28397 -1.73537 1.37559  0.32
H 0.07088 0.35407 -1.29943  0.28
H -0.53867 1.61108 -0.11333  0.22

Values from the calculation:
orbital gap	11.1	eV
HOMO level	-0.373	Ha

=====

Model iv:
The molecule C2H3NO3, computed with the ωB97M-V functional and the def2-TZVPD basis.

Last column: Mulliken charge in e.
CARTESIAN COORDINATES (ANGSTROEM)
O -0.57424 -0.92719 0.06813  -0.17
O 2.34185 0.82412 -0.03085  -0.45
O -1.50539 1.29138 0.06449  -0.45
N 0.42340 -0.18340 0.74770  -0.31
C -1.51703 0.03753 -0.10705  0.14
C 1.64811 -0.17435 -0.02528  0.20
H 1.90090 -1.09567 -0.85594  0.25
H -0.27263 0.83597 0.54772  0.49
H -2.44497 -0.60839 -0.40892  0.30

Values from the calculation:
SMILES	O=CNOC=O
orbital gap	10.4	eV
HOMO level	-0.371	Ha

=====

Most stable to least stable, the ends of the list are model i and model iv.

=====

Model i:
A 2-piece molecular cluster, C2H3NO3 overall, computed with the ωB97M-V functional and the def2-TZVPD basis.

Last column: Mulliken charge in e.
CARTESIAN COORDINATES (ANGSTROEM)
O 1.67733 0.15887 1.15121  -0.38
O -0.02263 1.47615 -0.45617  -0.49
O 1.39723 -1.32195 2.66792  -0.28
N 0.96961 -0.29675 2.30653  0.24
C -1.33573 -0.24746 -1.72033  -0.84
C -0.59308 0.62271 -1.04296  0.78
H -2.33983 -0.02384 -2.08283  0.29
H 1.15062 0.86110 0.80149  0.44
H -0.90352 -1.22882 -1.62485  0.23

Values from the calculation:
SMILES	C=C=O.O=NO
orbital gap	10.3	eV
HOMO level	-0.366	Ha

=====

Model ii:
A 2-piece molecular cluster, C2H3NO3 overall, computed with the ωB97M-V functional and the def2-TZVPD basis.

Last column: Mulliken charge in e.
CARTESIAN COORDINATES (ANGSTROEM)
O -3.27628 1.42035 -2.10049  -0.10
O -0.16266 0.10292 -1.88035  -0.69
O 0.96241 -0.97877 -0.35422  -0.46
N -0.19050 -0.17804 -0.66568  0.66
C -0.97393 -0.07014 0.27855  -0.35
C -2.57082 2.29734 -2.03224  0.09
H -1.72571 0.71199 0.27482  0.21
H 1.24733 -1.41973 -1.17979  0.34
H -0.55092 -0.70920 1.09247  0.29

Values from the calculation:
orbital gap	10.6	eV
HOMO level	-0.359	Ha

=====

Most stable to least stable, the ends of the list are model i and model ii.

=====

Model i:
A 4-piece molecular cluster, C4H14O3 overall, computed with the ωB97M-V functional and the def2-TZVPD basis.

Last column: Mulliken charge in e.
CARTESIAN COORDINATES (ANGSTROEM)
O 0.99576 -3.06311 0.89452  -0.65
O 2.60074 -0.78959 -0.89117  -0.62
O 1.26951 1.97827 -1.57643  -0.69
C -1.09277 1.07098 0.29728  -0.52
C -0.92406 -0.21644 -0.16215  0.66
C -0.51313 1.57647 1.56092  -1.30
C -2.04460 -0.95778 -0.74530  -1.20
H 3.35753 -0.24913 -0.76790  0.29
H -0.30642 -0.86885 0.44839  0.25
H -2.33726 -0.15779 -1.46298  0.30
H -1.59943 -1.92685 -1.12616  0.27
H 0.43917 1.50109 -1.76114  0.36
H -1.94334 1.71540 0.02388  0.18
H 1.05369 2.20847 -0.66562  0.34
H 1.83904 -3.40570 1.22445  0.31
H 1.27054 -2.30387 0.29474  0.34
H -0.80793 2.66474 1.72990  0.36
H -0.98428 1.28160 2.50813  0.38
H 2.13526 -0.09498 -1.42662  0.35
H 0.53983 1.35537 1.77626  0.33
H -2.94785 -1.31829 -0.17301  0.26

Values from the calculation:
SMILES	C/C=C/C.O.O.O
orbital gap	9.8	eV
HOMO level	-0.335	Ha

=====

Model ii:
A 4-piece molecular cluster, C4H14O3 overall, computed with the ωB97M-V functional and the def2-TZVPD basis.

Last column: Mulliken charge in e.
CARTESIAN COORDINATES (ANGSTROEM)
O -1.02159 -0.27412 1.55755  -0.62
O -2.18208 -1.34763 -0.73989  -0.69
O -2.57794 1.24936 -0.14471  -0.66
C 2.75632 -0.54068 0.71813  -1.03
C 1.46831 1.50250 0.00425  -1.15
C 1.24837 -0.62567 -1.28727  -1.30
C 1.90741 0.05499 -0.11861  1.07
H 1.39038 1.87161 -1.01829  0.33
H -0.55490 -0.81897 2.18946  0.29
H -2.23444 1.16516 0.75699  0.32
H -1.35093 -0.89408 0.90917  0.37
H 3.15507 -0.09535 1.61659  0.29
H -2.67633 -1.89307 -1.35026  0.30
H 1.20138 -1.70646 -1.17454  0.38
H 3.09050 -1.55224 0.53766  0.28
H 2.04435 2.09791 0.69984  0.38
H 0.41752 1.44312 0.32124  0.20
H -2.38534 -0.42108 -0.95207  0.33
H 0.28349 -0.18411 -1.51867  0.28
H 1.90993 -0.48044 -2.16805  0.35
H -2.43641 2.14651 -0.42816  0.30

Values from the calculation:
SMILES	C=C(C)C.O.O.O
orbital gap	9.5	eV
HOMO level	-0.327	Ha

=====

Most stable to least stable, the ends of the list are model ii and model i.